{"formula": "C23H34FN4O5SSc", "method": "ωB97M-V with the def2-TZVPD basis set", "species": ["Sc", "C", "C", "N", "C", "C", "S", "C", "C", "N", "H", "H", "H", "H", "H", "H", "H", "H", "H", "H", "H", "H", "H", "H", "C", "C", "C", "C", "C", "C", "C", "H", "H", "H", "H", "H", "H", "H", "H", "C", "C", "C", "O", "C", "H", "H", "H", "H", "H", "H", "H", "H", "F", "C", "C", "N", "C", "C", "O", "O", "C", "O", "N", "C", "O", "H", "H", "H", "H"], "xyz": [[-0.04426, 0.05164, -0.18004], [0.06689, -0.68667, -3.50596], [-1.35549, -0.70839, -2.99579], [-1.44304, -1.20828, -1.60560], [-1.51169, -2.68563, -1.45815], [-0.23161, -3.43640, -1.78824], [1.20911, -2.72794, -0.94637], [2.31317, -2.23196, -2.29043], [2.33032, -0.72570, -2.55932], [0.98482, -0.11059, -2.49521], [0.11074, -0.12009, -4.43647], [0.39984, -1.68969, -3.74577], [-1.98783, -1.29438, -3.66550], [-1.74635, 0.31040, -2.99492], [-2.33237, -0.86882, -1.25175], [-2.31751, -3.07614, -2.08471], [-1.77880, -2.87504, -0.42200], [-0.02914, -3.47977, -2.85615], [-0.34289, -4.46503, -1.45003], [2.05330, -2.80996, -3.17554], [3.31725, -2.55549, -2.01611], [2.77654, -0.55821, -3.54231], [2.95233, -0.21004, -1.82920], [1.12290, 0.86546, -2.74049], [-1.70954, 3.99548, 1.89008], [-0.38915, 3.49323, 1.37210], [-0.24076, 3.07563, 0.05647], [0.98297, 2.60315, -0.42149], [2.09193, 2.56189, 0.42178], [1.95895, 2.98795, 1.73129], [0.73239, 3.44997, 2.19444], [-2.41921, 4.16979, 1.08078], [-1.58873, 4.93028, 2.43767], [-2.14821, 3.27222, 2.58245], [-1.05715, 3.22381, -0.63592], [1.12512, 2.48614, -1.49042], [3.05469, 2.24625, 0.04295], [2.82246, 2.99964, 2.38541], [0.64867, 3.80742, 3.21581], [-4.63725, 1.70611, -0.30914], [-4.58042, 0.43633, 0.54065], [-3.14385, 0.43788, 1.00222], [-2.39796, 0.91168, -0.16336], [-3.27968, 1.72324, -0.99893], [-4.75563, 2.58257, 0.32823], [-5.44934, 1.70276, -1.03265], [-4.79464, -0.44930, -0.06248], [-5.27544, 0.45240, 1.37827], [-2.75145, -0.53825, 1.27622], [-2.98190, 1.13245, 1.82570], [-3.31796, 1.27193, -1.99020], [-2.86491, 2.72423, -1.08668], [4.93806, -3.51502, 3.69802], [4.19937, -2.72048, 2.95311], [3.01677, -2.28013, 3.36402], [2.20817, -1.44609, 2.57359], [0.92599, -1.00396, 3.15627], [-0.02571, -0.64951, 2.05183], [-0.40898, -1.52792, 1.22961], [-0.31270, 0.56203, 1.81283], [2.62828, -1.03892, 1.35332], [1.95466, -0.29779, 0.59696], [3.84483, -1.46790, 0.96191], [4.73536, -2.34245, 1.64692], [5.75485, -2.69857, 1.14049], [2.62663, -2.55068, 4.33522], [1.07855, -0.14518, 3.80438], [0.51029, -1.83398, 3.72325], [4.17538, -1.14360, 0.06314]], "fmax_ev_per_a": 1.4, "homo_lumo_gap_ev": 8.95, "total_charge": 2, "homo_ha": -0.5411}

---

{"formula": "C23H34MgN3O6Te", "method": "ωB97M-V with the def2-TZVPD basis set", "species": ["Mg", "O", "C", "C", "N", "C", "C", "O", "O", "C", "C", "O", "O", "H", "H", "H", "H", "H", "H", "H", "H", "H", "Te", "C", "C", "C", "C", "C", "C", "C", "C", "C", "C", "C", "C", "H", "H", "H", "H", "H", "H", "H", "H", "H", "H", "C", "C", "C", "C", "N", "N", "H", "H", "H", "H", "H", "H", "H", "H", "H", "H", "H", "H", "C", "O", "H", "H", "H"], "xyz": [[0.11833, -0.02879, 0.00609], [2.49216, 0.11520, -1.07810], [3.23657, -0.78696, -0.28982], [3.05117, -0.43099, 1.17361], [1.65968, -0.61373, 1.58780], [1.29918, 0.31311, 2.66594], [0.89990, 1.70387, 2.14373], [1.03357, 2.66853, 2.88707], [0.38826, 1.70921, 0.96845], [1.32600, -1.99265, 1.93730], [-0.19637, -2.23993, 1.87056], [-0.64829, -3.19668, 2.48584], [-0.84043, -1.41047, 1.13851], [1.83098, -0.39798, -1.61363], [2.91505, -1.81937, -0.47359], [4.29979, -0.72431, -0.54918], [3.73544, -1.00862, 1.81303], [3.29688, 0.62688, 1.28926], [0.42240, -0.08086, 3.18520], [2.10249, 0.41709, 3.40299], [1.78745, -2.66960, 1.21381], [1.69292, -2.27289, 2.93163], [-0.77375, 0.34373, -3.97373], [-1.39284, 1.57144, -5.60212], [-2.18185, 0.99037, -6.59541], [-2.63438, 1.73453, -7.67463], [-2.29902, 3.07780, -7.78481], [-1.51495, 3.66471, -6.80251], [-1.06745, 2.91937, -5.71873], [0.63930, 1.73613, -3.27503], [1.87207, 1.85434, -3.91066], [2.81787, 2.74568, -3.42876], [2.54739, 3.50433, -2.29657], [1.32474, 3.38383, -1.65760], [0.36290, 2.51343, -2.15692], [-2.44600, -0.06011, -6.52743], [-3.24618, 1.26399, -8.43509], [-2.64627, 3.66011, -8.62917], [-1.24861, 4.71248, -6.87455], [-0.45920, 3.39435, -4.95881], [2.09264, 1.24068, -4.77528], [3.77774, 2.83103, -3.92366], [3.29871, 4.17805, -1.90326], [1.11703, 3.93741, -0.75123], [-0.59669, 2.44281, -1.66078], [-3.28861, 1.17523, 2.23170], [-3.50107, 2.00029, 0.95554], [-4.72750, 1.50790, 0.19415], [-3.67135, 3.47015, 1.32829], [-2.32937, 1.95666, 0.06922], [-1.96143, 0.65152, -0.37543], [-4.16633, 1.24175, 2.87885], [-2.42326, 1.55010, 2.78270], [-3.11642, 0.11611, 2.02579], [-5.62302, 1.61367, 0.80959], [-4.63245, 0.45451, -0.07485], [-4.85842, 2.08581, -0.72250], [-4.51657, 3.59781, 2.00746], [-3.84089, 4.07089, 0.43386], [-2.77471, 3.84332, 1.82839], [-1.51771, 2.30016, 0.58031], [-2.29070, 0.50678, -1.32384], [-2.33384, -0.08654, 0.22143], [-0.04903, -2.30691, -1.92941], [0.29094, -0.96424, -1.74259], [-0.67323, -2.69689, -1.11551], [0.84032, -2.95272, -1.99779], [-0.60764, -2.45640, -2.86759]], "fmax_ev_per_a": 0.1, "homo_lumo_gap_ev": 7.53, "total_charge": -1, "homo_ha": -0.1907}

---

{"formula": "C23H34N4O2", "method": "ωB97M-V with the def2-TZVPD basis set", "species": ["C", "C", "C", "C", "C", "C", "C", "C", "N", "C", "O", "N", "C", "C", "O", "N", "C", "C", "N", "C", "C", "C", "C", "C", "C", "C", "C", "C", "C", "H", "H", "H", "H", "H", "H", "H", "H", "H", "H", "H", "H", "H", "H", "H", "H", "H", "H", "H", "H", "H", "H", "H", "H", "H", "H", "H", "H", "H", "H", "H", "H", "H", "H"], "xyz": [[3.02102, 1.32711, 2.40035], [1.95967, 2.25389, 1.88943], [1.07638, 2.87728, 2.75700], [0.09384, 3.72478, 2.27570], [-0.00615, 3.96580, 0.91901], [0.86616, 3.36304, 0.02070], [0.74207, 3.64354, -1.44781], [1.84678, 2.49844, 0.51606], [2.72631, 1.84207, -0.38194], [2.40441, 0.69060, -1.07482], [3.26113, 0.03223, -1.62586], [1.07681, 0.38839, -1.01948], [0.39247, -0.64982, -1.79013], [-1.06742, -0.60120, -1.29268], [-1.98136, -0.35307, -2.06095], [-1.31862, -0.76058, 0.02989], [-0.37504, -1.02231, 1.09997], [-0.95015, -0.50035, 2.42224], [-2.15753, -1.19769, 2.80403], [-1.93363, -2.49698, 3.43870], [-2.95033, -3.45914, 2.82103], [-3.13187, -2.89745, 1.41552], [-3.07807, -1.38646, 1.67438], [-2.69913, -0.56015, 0.45329], [0.44989, -0.28825, -3.28641], [-0.15423, -1.36445, -4.18366], [0.49612, -2.71820, -3.92952], [0.36997, -3.07951, -2.45462], [1.05448, -2.02034, -1.59692], [4.00283, 1.79696, 2.32885], [3.04982, 0.40839, 1.81539], [2.84035, 1.07572, 3.44204], [1.15457, 2.69062, 3.81794], [-0.59246, 4.19880, 2.96104], [-0.76702, 4.63345, 0.54216], [1.62172, 3.29802, -1.98460], [0.62233, 4.71228, -1.61437], [-0.13516, 3.14626, -1.86414], [3.71600, 1.94000, -0.20408], [0.47959, 1.13739, -0.70216], [0.58174, -0.54354, 0.89358], [-0.21211, -2.10401, 1.20093], [-0.21045, -0.61756, 3.21596], [-1.17186, 0.56725, 2.32974], [-2.06892, -2.39410, 4.51923], [-0.91352, -2.86104, 3.26012], [-3.89417, -3.40670, 3.36383], [-2.59777, -4.48862, 2.83029], [-2.30957, -3.20171, 0.76612], [-4.06805, -3.20220, 0.95259], [-4.07275, -1.05053, 2.00266], [-2.86233, 0.50396, 0.66519], [-3.34265, -0.83177, -0.38704], [1.50236, -0.14471, -3.53968], [-0.07890, 0.65392, -3.44495], [-1.22457, -1.42830, -3.98734], [-0.01859, -1.07265, -5.22712], [0.01962, -3.48243, -4.54685], [1.55395, -2.67508, -4.19880], [-0.68778, -3.14591, -2.18602], [0.82975, -4.05172, -2.26354], [1.03901, -2.31701, -0.54969], [2.09856, -1.92351, -1.89850]], "fmax_ev_per_a": 0.7, "homo_lumo_gap_ev": 9.04, "smiles": "Cc1cccc(C)c1NC(=O)NC1(C(=O)N2CCN3CCC[C@@H]3C2)CCCCC1", "homo_ha": -0.3077}